Record 1
{"formula": "C45H47F6N4O5S3", "method": "wB97M-V/def2-TZVPD", "total_charge": -1, "orbital_gap_ev": 8.63, "e_tot_ha": -4131.97153, "multiplicity": 1, "symbols": ["N", "S", "O", "O", "N", "S", "O", "O", "C", "C", "C", "C", "C", "C", "C", "S", "C", "N", "N", "C", "O", "H", "H", "H", "H", "H", "H", "H", "H", "H", "H", "H", "H", "H", "H", "H", "H", "H", "F", "C", "C", "C", "C", "C", "C", "H", "H", "H", "H", "H", "F", "C", "C", "C", "C", "C", "C", "H", "H", "H", "H", "H", "F", "C", "C", "C", "C", "C", "C", "H", "H", "H", "H", "H", "F", "C", "C", "C", "C", "C", "C", "H", "H", "H", "H", "H", "F", "C", "C", "C", "C", "C", "C", "H", "H", "H", "H", "H", "F", "C", "C", "C", "C", "C", "C", "H", "H", "H", "H", "H"], "positions_angstrom": [[0.069, -1.955, -2.187], [1.145, -1.826, -0.907], [0.889, -3.014, -0.137], [2.460, -1.631, -1.457], [0.821, -0.442, -0.187], [-0.455, -0.105, 0.686], [-0.118, 1.106, 1.415], [-0.992, -1.203, 1.462], [-1.783, 0.412, -0.433], [-2.965, -0.558, -0.531], [-4.308, 0.161, -0.672], [-4.563, 0.781, -2.053], [-6.054, 0.867, -2.413], [-6.576, -0.373, -3.160], [-7.898, -0.921, -2.617], [-9.221, 0.309, -2.826], [-10.125, 0.035, -1.378], [-11.407, -0.006, -1.276], [-11.687, -0.130, 0.083], [-10.558, -0.174, 0.671], [-9.514, -0.069, -0.175], [-0.613, -2.669, -1.971], [-0.369, -1.073, -2.402], [-2.088, 1.383, -0.036], [-1.321, 0.588, -1.406], [-2.840, -1.208, -1.405], [-2.971, -1.207, 0.346], [-4.394, 0.937, 0.096], [-5.108, -0.565, -0.461], [-4.125, 1.782, -2.105], [-4.038, 0.175, -2.803], [-6.632, 0.997, -1.491], [-6.229, 1.761, -3.019], [-5.846, -1.185, -3.069], [-6.688, -0.157, -4.226], [-7.793, -1.180, -1.561], [-8.199, -1.825, -3.153], [-10.364, -0.293, 1.726], [-12.405, -1.036, -5.374], [-13.641, -1.197, -4.853], [-13.812, -1.060, -3.490], [-15.090, -1.232, -2.977], [-16.158, -1.532, -3.812], [-15.950, -1.662, -5.178], [-14.681, -1.493, -5.713], [-12.972, -0.824, -2.849], [-15.246, -1.126, -1.911], [-17.149, -1.663, -3.400], [-16.778, -1.897, -5.834], [-14.492, -1.587, -6.773], [3.427, 4.449, -2.978], [3.437, 4.014, -1.692], [4.316, 4.604, -0.807], [4.323, 4.153, 0.507], [3.464, 3.138, 0.907], [2.590, 2.563, -0.008], [2.576, 3.001, -1.324], [4.977, 5.390, -1.146], [5.005, 4.599, 1.220], [3.475, 2.787, 1.931], [1.930, 1.761, 0.296], [1.915, 2.558, -2.057], [8.411, 1.596, -3.615], [7.368, 1.015, -2.966], [7.075, 1.425, -1.682], [6.006, 0.824, -1.031], [5.259, -0.167, -1.655], [5.579, -0.551, -2.949], [6.642, 0.040, -3.619], [7.670, 2.197, -1.211], [5.750, 1.140, -0.028], [4.423, -0.632, -1.151], [4.990, -1.318, -3.435], [6.908, -0.241, -4.629], [3.880, 0.134, 6.811], [3.580, 0.134, 5.483], [4.615, 0.237, 4.575], [4.303, 0.222, 3.221], [2.983, 0.116, 2.812], [1.964, 0.024, 3.748], [2.255, 0.027, 5.104], [5.635, 0.318, 4.926], [5.087, 0.293, 2.481], [2.734, 0.099, 1.757], [0.952, -0.048, 3.384], [1.480, -0.051, 5.855], [9.547, -4.279, 5.553], [8.352, -3.753, 5.907], [7.382, -3.596, 4.939], [6.159, -3.058, 5.313], [5.927, -2.683, 6.629], [6.924, -2.852, 7.579], [8.152, -3.394, 7.224], [7.587, -3.887, 3.918], [5.383, -2.920, 4.570], [4.975, -2.252, 6.909], [6.749, -2.556, 8.605], [8.944, -3.537, 7.947], [6.621, 1.946, 1.611], [7.812, 1.709, 1.025], [8.680, 2.764, 0.832], [9.895, 2.512, 0.211], [10.219, 1.228, -0.206], [9.323, 0.187, 0.001], [8.106, 0.421, 0.624], [8.398, 3.757, 1.156], [10.589, 3.326, 0.049], [11.165, 1.039, -0.695], [9.567, -0.813, -0.330], [7.390, -0.373, 0.790]], "forces_ev_per_angstrom": [[0.059, -0.109, -0.097], [-0.018, 0.289, 0.320], [0.157, 0.060, -0.074], [-0.115, -0.322, -0.158], [-0.129, -0.095, -0.037], [0.008, 0.162, 0.393], [-0.095, -0.191, -0.083], [0.145, 0.022, -0.051], [-0.062, -0.094, -0.264], [0.017, 0.146, -0.092], [-0.221, -0.230, -0.012], [0.113, 0.032, -0.037], [0.068, 0.072, -0.023], [-0.068, -0.136, 0.228], [0.283, -0.226, -0.129], [0.025, 0.067, -0.009], [-0.182, 0.009, -0.148], [-0.145, 0.017, 0.012], [-0.395, 0.002, -0.091], [0.101, -0.054, 0.397], [0.385, 0.008, 0.106], [-0.058, 0.040, 0.069], [0.029, 0.082, -0.095], [-0.026, -0.101, 0.019], [-0.001, 0.143, 0.059], [0.046, -0.055, 0.111], [0.023, 0.137, -0.007], [-0.035, -0.082, -0.005], [0.088, 0.053, -0.067], [0.074, -0.090, 0.044], [-0.072, 0.115, -0.029], [0.027, 0.085, -0.049], [-0.088, -0.083, 0.082], [-0.060, 0.052, -0.079], [0.091, -0.067, 0.029], [-0.055, 0.185, -0.067], [0.044, 0.097, 0.034], [0.048, 0.019, -0.140], [-0.004, -0.001, 0.002], [0.035, 0.000, -0.008], [0.004, -0.035, 0.023], [-0.027, 0.006, 0.005], [0.005, 0.001, 0.005], [0.001, -0.004, 0.005], [-0.031, -0.003, -0.014], [-0.014, 0.041, -0.058], [0.005, -0.002, 0.008], [-0.005, -0.001, 0.003], [-0.006, 0.004, -0.007], [0.018, -0.002, 0.002], [-0.005, -0.006, 0.023], [0.000, -0.015, -0.040], [0.038, 0.003, 0.031], [-0.008, 0.008, -0.020], [-0.009, 0.012, 0.003], [0.111, -0.044, 0.056], [-0.014, -0.014, -0.036], [-0.003, 0.000, -0.017], [0.010, -0.007, 0.007], [-0.001, 0.004, -0.004], [-0.051, 0.032, -0.022], [0.016, -0.013, -0.007], [0.034, -0.001, -0.013], [-0.123, 0.124, 0.135], [-0.277, 0.188, -0.779], [-0.499, 0.042, -0.383], [0.070, 0.147, 0.101], [0.058, -0.059, -0.076], [-0.037, -0.111, -0.039], [-0.124, -0.082, -0.392], [-0.237, -0.079, -0.349], [-0.053, 0.030, -0.023], [-0.015, 0.000, -0.014], [0.013, -0.005, -0.004], [-0.008, 0.007, 0.007], [-0.008, 0.005, -0.031], [0.042, -0.020, 0.034], [-0.078, -0.063, 0.069], [-0.009, -0.022, -0.158], [0.082, -0.029, -0.077], [0.077, 0.009, -0.016], [-0.010, -0.006, 0.025], [0.071, 0.030, 0.029], [-0.012, -0.019, 0.007], [-0.190, -0.005, 0.106], [0.013, 0.005, 0.017], [0.000, -0.001, 0.002], [0.011, 0.004, -0.002], [-0.007, -0.013, -0.021], [-0.036, 0.036, -0.020], [-0.010, -0.003, 0.005], [-0.006, 0.003, -0.008], [0.004, 0.002, 0.028], [0.005, -0.011, 0.003], [0.003, 0.009, -0.013], [0.007, 0.015, -0.002], [-0.003, -0.002, 0.010], [0.011, 0.001, -0.010], [0.096, 0.188, 0.305], [0.532, -0.115, 0.601], [-0.025, -0.037, 0.206], [0.070, 0.015, -0.033], [-0.064, 0.014, -0.029], [0.044, -0.013, 0.214], [0.470, -0.147, 0.630], [-0.017, 0.009, 0.004], [-0.002, 0.007, -0.006], [-0.003, 0.006, -0.017], [-0.011, -0.008, -0.012], [0.080, 0.029, -0.001]]}

Record 2
{"formula": "H80O40", "method": "wB97M-V/def2-TZVPD", "total_charge": 0, "orbital_gap_ev": 10.04, "e_tot_ha": -3057.41486, "multiplicity": 1, "symbols": ["H", "H", "O", "H", "H", "O", "H", "H", "O", "H", "H", "O", "H", "H", "O", "H", "O", "H", "O", "H", "H", "O", "H", "H", "O", "H", "H", "O", "H", "H", "O", "H", "O", "H", "H", "O", "H", "H", "O", "H", "H", "O", "H", "H", "O", "H", "H", "O", "H", "H", "O", "H", "O", "H", "H", "O", "H", "O", "H", "H", "O", "H", "H", "O", "H", "H", "O", "H", "H", "O", "H", "H", "O", "H", "H", "O", "H", "H", "O", "H", "H", "O", "H", "H", "O", "H", "H", "O", "H", "O", "H", "H", "O", "H", "H", "H", "H", "H", "H", "O", "H", "H", "O", "H", "H", "O", "H", "H", "O", "H", "H", "O", "H", "H", "O", "H", "H", "O", "H", "H"], "positions_angstrom": [[0.794, 0.474, -6.231], [1.845, 0.411, -5.039], [1.019, 0.070, -5.395], [1.084, -0.646, 4.480], [1.226, -0.478, 6.097], [0.841, -0.182, 5.277], [-0.494, -0.124, 3.086], [-0.678, 0.637, 4.327], [-0.901, 0.690, 3.392], [-1.226, -3.923, 2.498], [-2.497, -3.030, 2.017], [-1.714, -3.588, 1.759], [-2.350, -3.966, -0.963], [-2.291, -4.457, 0.540], [-2.125, -4.732, -0.411], [-1.565, -0.628, -4.072], [-0.926, -0.226, -3.465], [-1.660, 2.049, -1.778], [-0.870, 2.564, -1.619], [-0.349, -5.699, -0.151], [1.062, -6.149, -0.394], [0.354, -6.243, 0.256], [2.706, 0.178, 0.505], [3.897, 1.073, 0.017], [3.558, 0.556, 0.757], [-4.028, -3.210, 4.744], [-4.394, -1.639, 4.282], [-4.220, -2.346, 4.894], [0.837, -1.846, -4.678], [1.869, -2.640, -5.333], [1.701, -2.231, -4.469], [-2.868, 3.981, -1.630], [-3.026, 4.504, -0.829], [3.632, 4.723, -2.564], [2.654, 5.891, -2.270], [2.883, 5.241, -2.919], [3.125, 1.432, 2.714], [2.567, 1.262, 4.347], [2.517, 1.566, 3.445], [4.563, -5.175, 0.434], [3.733, -3.965, -0.176], [3.704, -4.762, 0.360], [-0.485, 5.884, 1.305], [-0.178, 4.341, 0.898], [0.124, 5.156, 1.319], [1.083, 0.680, 1.293], [0.077, 1.097, 0.155], [0.345, 0.431, 0.761], [-4.970, 2.986, -3.895], [-3.796, 2.643, -4.650], [-4.065, 3.315, -4.004], [-0.418, -4.554, -3.317], [-0.644, -3.674, -3.588], [4.130, -3.683, -1.952], [3.637, -3.831, -3.427], [3.729, -4.284, -2.585], [3.281, -4.239, 2.564], [3.581, -3.342, 2.649], [0.353, 2.712, 3.731], [0.219, 3.832, 2.633], [0.578, 3.616, 3.496], [-2.719, -1.011, 2.281], [-3.829, -1.662, 1.339], [-3.428, -1.664, 2.214], [3.790, 1.673, -2.752], [2.795, 1.103, -1.844], [3.687, 0.909, -2.166], [-3.057, -2.878, -4.568], [-2.253, -1.826, -4.154], [-2.701, -2.103, -4.995], [0.323, -0.922, -2.700], [1.601, -1.626, -1.850], [1.004, -0.892, -1.984], [2.261, 3.561, -1.825], [0.816, 3.910, -2.060], [1.422, 3.166, -2.090], [-4.578, 3.208, 3.294], [-3.992, 1.954, 3.558], [-4.661, 2.314, 2.948], [-1.785, 0.921, -0.208], [-2.194, -0.605, -0.630], [-2.380, 0.190, -0.080], [1.318, -4.708, 3.175], [-0.233, -4.741, 3.486], [0.547, -4.192, 3.390], [2.326, 4.910, 1.101], [2.427, 3.630, 1.796], [2.684, 4.024, 0.940], [-1.744, 2.049, 1.774], [-1.217, 2.337, 1.000], [-1.412, 2.616, 6.137], [-1.319, 0.823, 6.281], [-1.638, 1.706, 6.237], [0.177, -3.487, -4.065], [-0.318, 0.282, -4.034], [3.906, -3.081, 1.784], [-0.294, 2.248, -0.936], [-3.479, 3.787, -0.338], [-2.023, 2.775, 0.688], [1.411, -3.431, 0.802], [2.088, -4.136, 0.790], [1.126, -3.324, 1.695], [4.990, 4.213, -1.476], [4.858, 3.358, -1.035], [5.077, 4.748, -0.681], [-5.251, 3.529, 0.291], [-5.849, 3.520, -0.459], [-5.231, 2.594, 0.531], [3.514, -2.128, -0.351], [2.576, -2.254, -0.102], [3.716, -1.182, -0.351], [-1.348, -2.032, -0.804], [-1.642, -2.453, 0.012], [-0.527, -1.572, -0.566], [2.643, 1.997, -4.089], [2.025, 2.364, -3.419], [3.092, 2.721, -4.538], [-6.158, -0.020, 1.739], [-6.223, -0.103, 0.780], [-5.292, 0.389, 1.863]], "forces_ev_per_angstrom": [[0.352, 0.417, -0.120], [0.314, 0.545, -0.059], [-0.948, -0.340, -0.095], [0.751, -0.671, 0.312], [0.465, -0.729, -0.203], [-0.905, 1.230, 0.202], [-0.013, 0.049, -0.782], [-0.210, 0.409, 0.374], [-0.274, -0.264, 0.060], [0.144, 0.280, 0.354], [0.825, -0.307, 0.641], [-1.098, 0.737, -0.264], [0.353, -0.447, 0.140], [0.620, -0.428, -1.467], [-0.883, -0.128, 0.201], [0.574, 0.844, 0.020], [-0.608, 0.321, -0.352], [0.147, -0.642, 0.310], [-0.676, 1.063, -1.317], [-0.108, -0.047, 0.392], [0.129, -0.119, 0.248], [-0.079, 0.182, -0.530], [-0.007, 0.297, -0.329], [-0.276, -0.098, -0.385], [0.111, -0.069, 0.698], [0.610, -3.196, -2.045], [0.166, -1.052, -1.149], [-0.805, 4.144, 3.320], [0.282, 0.648, 0.346], [0.481, 0.046, 0.169], [-0.329, -1.123, -0.680], [0.406, 0.739, -0.338], [0.096, -1.335, -0.041], [-0.005, 0.742, 0.113], [0.042, 0.584, 0.602], [0.294, -0.627, -0.899], [0.845, -0.860, 0.835], [1.097, -0.530, -0.263], [-1.740, 0.968, -0.899], [0.237, 0.113, -0.278], [0.590, 0.190, -0.126], [-0.455, -0.881, 0.187], [-0.852, -0.119, -0.361], [-0.712, 0.535, -0.380], [1.298, -0.244, 0.139], [0.543, 1.074, 0.535], [0.348, 0.645, 0.006], [0.166, -2.704, 0.181], [-0.057, 0.583, 0.440], [0.651, 0.376, 0.031], [-0.530, -0.999, -0.392], [-0.376, -0.919, 0.740], [0.290, 0.140, -0.543], [-0.037, 0.520, -0.442], [0.036, 0.382, 0.200], [-0.062, -0.709, -0.025], [0.280, -0.409, -0.388], [0.169, 0.847, 1.242], [0.067, -0.109, -0.500], [-0.262, -0.050, 0.153], [0.155, 0.261, 0.738], [-0.153, 0.275, -0.644], [0.168, 0.698, -0.047], [-0.269, -0.391, 0.458], [0.241, -0.571, -0.395], [-0.208, -0.661, -0.081], [0.405, 0.409, 1.569], [-0.595, -1.092, -0.488], [-0.338, -0.597, -1.123], [0.602, 0.901, 1.635], [0.756, -0.850, 0.781], [-0.254, -0.450, -0.908], [-0.046, 1.212, 0.794], [-0.123, 0.156, 0.082], [-0.323, -0.058, -0.243], [0.656, -0.417, 0.684], [-0.701, 0.659, -0.553], [-0.234, -0.788, -0.348], [1.182, 0.018, 0.891], [0.357, -0.224, -0.059], [0.613, 0.548, 0.055], [-1.868, -0.221, 0.256], [-0.101, -0.750, -0.035], [0.605, -0.874, 0.212], [-0.352, 1.167, 0.539], [-0.079, -0.026, -0.410], [0.188, -0.308, -0.213], [-0.055, 0.136, 0.680], [1.637, -0.965, 0.607], [-2.373, 1.166, 1.206], [1.655, -0.170, -0.108], [1.598, 0.165, -0.005], [-3.233, 0.014, 0.151], [-0.019, 0.571, 0.089], [-0.095, -0.122, -0.166], [-0.124, -0.099, -0.183], [-0.037, -0.339, 0.012], [-0.427, 1.140, 0.179], [0.493, 0.978, -1.393], [0.421, 0.051, -1.621], [-0.725, 0.236, 0.186], [-0.341, 0.073, 0.884], [0.050, -0.724, 0.672], [-0.008, -0.159, -0.511], [-0.001, 0.612, -0.054], [-0.171, -0.766, 0.091], [-0.092, 0.391, -0.241], [-0.031, 0.062, 0.517], [-0.053, -0.102, -0.299], [0.067, 0.061, 0.327], [0.105, -0.217, 0.016], [-0.380, -0.058, -0.118], [0.566, -0.147, 0.182], [0.277, -0.123, -0.263], [0.143, 0.101, -1.004], [-0.120, 0.476, -0.431], [-0.435, 0.234, 0.009], [0.226, -0.003, -0.439], [-0.160, -0.102, 0.084], [-0.118, 0.106, 0.261]]}